[1]
ORCA calculation (ωB97M-V/def2-TZVPD) on a 12-piece molecular cluster, C44H98N2O42P8 overall at a distorted geometry.

Last column: Löwdin charge in e.
Cartesian coordinates (Å):
O1 -6.843 -1.499 9.046  0.08
N1 -5.988 -2.343 9.064  -0.34
O2 -4.847 -2.099 9.498  0.05
C1 -6.345 -3.657 8.446  -0.14
C2 -5.455 -4.724 8.568  -0.02
C3 -5.698 -5.955 7.958  -0.06
C4 -6.933 -6.155 7.289  -0.06
C5 -7.889 -5.109 7.213  -0.05
C6 -7.562 -3.831 7.768  0.01
H1 -4.488 -4.347 8.869  0.11
H2 -4.947 -6.730 8.010  0.10
H3 -7.043 -7.146 6.875  0.10
H4 -8.811 -5.313 6.689  0.10
H5 -8.273 -3.035 7.602  0.11
O3 -1.692 -5.011 1.459  0.08
N2 -2.809 -4.609 1.691  -0.36
O4 -2.979 -3.662 2.451  0.06
C7 -3.980 -5.210 1.008  -0.10
C8 -3.894 -5.929 -0.198  -0.02
C9 -4.967 -6.503 -0.787  -0.09
C10 -6.210 -6.250 -0.265  -0.07
C11 -6.358 -5.420 0.836  -0.08
C12 -5.284 -4.875 1.524  0.02
H6 -2.886 -5.973 -0.582  0.12
H7 -4.827 -7.145 -1.644  0.11
H8 -7.081 -6.633 -0.775  0.11
H9 -7.369 -5.148 1.101  0.11
H10 -5.303 -4.263 2.414  0.11
C13 -8.792 -9.288 -7.137  -0.14
O5 -9.438 -8.496 -6.226  -0.20
P1 -10.997 -8.574 -5.999  0.40
O6 -11.550 -7.397 -5.337  -0.23
O7 -11.262 -10.009 -5.307  -0.23
C14 -12.499 -10.372 -4.681  -0.09
O8 -11.629 -8.851 -7.489  -0.25
C15 -11.680 -7.687 -8.423  -0.06
H11 -8.387 -8.602 -7.881  0.10
H12 -9.428 -10.017 -7.639  0.09
H13 -8.125 -9.926 -6.558  0.10
H14 -12.362 -10.570 -3.618  0.09
H15 -12.808 -11.287 -5.186  0.09
H16 -13.221 -9.555 -4.716  0.09
H17 -10.724 -7.655 -8.945  0.07
H18 -11.780 -6.725 -7.921  0.08
H19 -12.434 -7.806 -9.202  0.08
C16 -15.532 0.675 10.646  -0.08
O9 -14.601 -0.380 10.318  -0.24
P2 -14.042 -1.331 11.531  0.50
O10 -15.051 -1.945 12.476  -0.27
O11 -13.185 -2.532 10.745  -0.25
C17 -13.830 -3.722 10.245  -0.11
O12 -12.828 -0.474 12.154  -0.21
C18 -11.830 -1.218 12.932  -0.09
H20 -16.415 0.644 10.008  0.09
H21 -14.946 1.582 10.499  0.09
H22 -15.827 0.509 11.682  0.08
H23 -13.198 -4.603 10.139  0.08
H24 -14.076 -3.654 9.185  0.08
H25 -14.673 -4.032 10.863  0.08
H26 -11.612 -0.972 13.972  0.08
H27 -10.828 -1.057 12.536  0.09
H28 -11.997 -2.295 12.922  0.08
C19 -15.821 4.048 -1.741  -0.12
O13 -16.080 3.776 -3.107  -0.21
P3 -15.008 2.891 -3.938  0.50
O14 -15.254 2.636 -5.421  -0.28
O15 -13.587 3.658 -3.770  -0.25
C20 -13.411 4.969 -4.298  -0.10
O16 -14.803 1.511 -3.057  -0.25
C21 -14.139 0.334 -3.507  -0.09
H29 -14.840 3.714 -1.404  0.09
H30 -16.500 3.365 -1.230  0.09
H31 -16.043 5.045 -1.359  0.09
H32 -13.516 5.544 -3.378  0.09
H33 -14.193 5.316 -4.973  0.09
H34 -12.447 5.095 -4.791  0.09
H35 -13.295 0.245 -2.823  0.09
H36 -13.794 0.371 -4.540  0.09
H37 -14.839 -0.487 -3.359  0.09
C22 -11.199 -12.658 6.807  -0.12
O17 -12.513 -13.122 7.112  -0.22
P4 -13.578 -12.079 7.749  0.51
O18 -13.461 -10.631 7.319  -0.26
O19 -14.949 -12.789 7.244  -0.20
C23 -15.380 -13.982 7.845  -0.15
O20 -13.586 -12.410 9.363  -0.23
C24 -12.442 -12.199 10.157  -0.12
H38 -10.434 -13.291 7.257  0.09
H39 -11.019 -11.594 6.964  0.08
H40 -11.088 -12.815 5.734  0.09
H41 -15.825 -14.699 7.155  0.09
H42 -16.164 -13.709 8.552  0.08
H43 -14.857 -14.511 8.642  0.09
H44 -11.518 -11.966 9.629  0.08
H45 -12.138 -13.112 10.668  0.09
H46 -12.683 -11.564 11.010  0.09
C25 -20.293 -11.964 0.829  -0.14
O21 -19.580 -13.082 1.271  -0.22
P5 -18.951 -14.034 0.118  0.53
O22 -18.110 -13.179 -0.813  -0.26
O23 -18.370 -15.348 0.938  -0.23
C26 -17.015 -15.702 0.782  -0.12
O24 -20.285 -14.663 -0.582  -0.22
C27 -20.134 -15.798 -1.397  -0.13
H47 -21.372 -12.059 0.957  0.09
H48 -20.025 -11.750 -0.206  0.08
H49 -19.971 -11.100 1.410  0.09
H50 -16.360 -14.848 0.610  0.09
H51 -17.017 -16.433 -0.026  0.09
H52 -16.820 -16.242 1.708  0.09
H53 -19.088 -16.086 -1.505  0.07
H54 -20.430 -15.608 -2.429  0.09
H55 -20.700 -16.668 -1.064  0.09
C28 -20.553 -9.510 7.468  -0.11
O25 -20.300 -9.239 8.835  -0.22
P6 -20.271 -7.677 9.198  0.44
O26 -21.547 -6.996 8.892  -0.23
O27 -19.666 -7.573 10.674  -0.20
C29 -18.491 -8.261 11.016  -0.12
O28 -18.991 -7.179 8.297  -0.26
C30 -18.966 -6.110 7.369  -0.09
H56 -19.603 -9.445 6.938  0.09
H57 -21.354 -8.844 7.147  0.09
H58 -20.828 -10.553 7.311  0.09
H59 -17.966 -8.632 10.136  0.09
H60 -18.705 -9.078 11.705  0.09
H61 -17.843 -7.605 11.597  0.09
H62 -19.047 -5.172 7.919  0.09
H63 -19.815 -6.244 6.698  0.09
H64 -18.015 -6.203 6.846  0.09
C31 -22.105 -0.152 2.900  -0.18
O29 -23.439 -0.217 3.110  -0.22
P7 -24.276 0.548 4.333  0.56
O30 -23.345 1.062 5.413  -0.27
O31 -25.053 1.731 3.551  -0.23
C32 -25.755 2.719 4.254  -0.12
O32 -25.517 -0.423 4.833  -0.24
C33 -26.041 -0.323 6.170  -0.09
H65 -21.677 0.805 2.604  0.09
H66 -21.789 -0.783 2.070  0.09
H67 -21.634 -0.486 3.825  0.09
H68 -25.490 2.726 5.311  0.08
H69 -26.834 2.568 4.214  0.09
H70 -25.431 3.679 3.853  0.09
H71 -25.851 0.681 6.549  0.08
H72 -25.631 -1.161 6.734  0.09
H73 -27.111 -0.522 6.239  0.09
C34 -9.761 2.616 6.264  -0.12
O33 -9.456 2.473 4.906  -0.25
P8 -8.091 3.151 4.211  0.49
O34 -7.968 4.581 4.496  -0.23
O35 -8.286 2.851 2.609  -0.21
C35 -8.681 1.557 2.195  -0.13
O36 -6.856 2.202 4.710  -0.23
C36 -5.498 2.537 4.370  -0.10
H74 -9.079 3.266 6.812  0.09
H75 -9.814 1.603 6.661  0.09
H76 -10.715 3.143 6.295  0.09
H77 -7.805 0.952 1.963  0.08
H78 -9.236 1.570 1.257  0.09
H79 -9.283 1.015 2.925  0.08
H80 -4.901 2.782 5.248  0.08
H81 -5.449 3.444 3.768  0.09
H82 -4.910 1.727 3.936  0.09
C37 -14.969 -6.716 1.799  -0.04
C38 -14.789 -5.511 0.818  -0.24
O37 -15.308 -4.393 1.396  0.06
C39 -14.510 -3.662 2.093  -0.59
O38 -13.302 -3.933 2.321  0.08
O39 -15.256 -2.688 2.588  0.02
C40 -14.707 -1.815 3.559  -0.04
H83 -14.442 -7.650 1.603  0.08
H84 -16.026 -6.979 1.805  0.07
H85 -14.722 -6.302 2.777  0.07
H86 -15.401 -5.743 -0.053  0.12
H87 -13.759 -5.479 0.463  0.13
H88 -15.412 -1.026 3.821  0.09
H89 -13.895 -1.274 3.072  0.10
H90 -14.372 -2.264 4.494  0.10
C41 -15.198 8.671 6.677  -0.05
C42 -15.131 8.536 5.168  -0.21
O40 -16.453 8.395 4.766  0.04
C43 -17.013 7.257 4.662  -0.67
O41 -16.429 6.202 4.747  0.12
O42 -18.304 7.495 4.486  -0.01
C44 -19.269 6.472 4.748  -0.02
H91 -15.959 8.050 7.148  0.09
H92 -15.478 9.700 6.902  0.08
H93 -14.218 8.463 7.108  0.08
H94 -14.591 7.608 4.983  0.12
H95 -14.748 9.399 4.622  0.13
H96 -19.070 6.237 5.794  0.10
H97 -19.224 5.656 4.027  0.10
H98 -20.196 7.040 4.669  0.09

Summary:
**Gap between HOMO and LUMO**: 0.351 hartree
**Molecular weight**: 1575.0 g mol⁻¹
**Structure (SMILES)**: O=[N+]([O-])c1ccccc1.O=[N+]([O-])c1ccccc1.COP(=O)(OC)OC.COP(=O)(OC)OC.COP(=O)(OC)OC.COP(=O)(OC)OC.COP(=O)(OC)OC.COP(=O)(OC)OC.COP(=O)(OC)OC.COP(=O)(OC)OC.CCOC(=O)OC.CCOC(=O)OC
**E**: -7736.0491 a.u.
**HOMO**: -10.125 eV

=====

[2]
ORCA calculation (ωB97M-V/def2-TZVPD) on C45H100F6N5O8S2 as an isolated structure at a distorted geometry.

Last column: Löwdin charge in e.
Cartesian coordinates (Å):
C1 -4.404 4.685 0.488  0.02
N1 -4.442 3.591 1.551  -0.33
C2 -3.017 3.253 1.990  0.04
C3 -5.205 4.243 2.731  0.03
C4 -5.139 2.356 0.955  -0.08
C5 -5.909 1.514 1.951  -0.22
O1 -4.962 1.004 2.874  -0.05
H1 -5.420 5.001 0.270  0.11
H2 -3.945 4.132 -0.332  0.10
H3 -3.789 5.520 0.811  0.11
H4 -2.650 4.246 2.236  0.11
H5 -2.542 2.696 1.187  0.08
H6 -3.213 2.620 2.854  0.09
H7 -6.265 4.415 2.557  0.11
H8 -4.704 5.151 3.053  0.11
H9 -5.163 3.465 3.493  0.10
H10 -4.334 1.755 0.527  0.11
H11 -5.656 2.757 0.085  0.13
H12 -6.490 0.697 1.515  0.13
H13 -6.733 2.091 2.387  0.12
H14 -5.439 0.482 3.528  0.11
C6 1.296 2.157 -6.031  0.01
N2 2.019 2.851 -4.912  -0.34
C7 3.082 3.766 -5.482  0.03
C8 1.044 3.781 -4.219  0.01
C9 2.535 1.780 -3.917  -0.06
C10 3.700 2.150 -2.972  -0.24
O2 3.547 3.351 -2.282  -0.07
H15 2.038 1.654 -6.647  0.11
H16 0.737 2.848 -6.660  0.11
H17 0.612 1.488 -5.510  0.10
H18 3.790 3.167 -6.052  0.12
H19 3.620 4.176 -4.628  0.10
H20 2.655 4.579 -6.064  0.11
H21 0.280 3.203 -3.697  0.09
H22 0.563 4.363 -5.002  0.10
H23 1.546 4.390 -3.471  0.11
H24 2.851 0.952 -4.549  0.14
H25 1.611 1.565 -3.382  0.09
H26 4.669 2.048 -3.464  0.13
H27 3.635 1.347 -2.230  0.12
H28 4.000 3.228 -1.423  0.03
C11 -1.278 -2.942 -5.038  -0.10
C12 -2.310 -2.305 -5.997  -0.22
C13 -3.348 -1.387 -5.318  -0.19
C14 -2.806 -0.170 -4.572  -0.08
N3 -4.008 0.710 -4.121  -0.16
C15 -4.574 1.320 -5.422  -0.09
C16 -4.597 2.818 -5.107  -0.15
C17 -3.439 3.123 -4.155  -0.15
C18 -3.497 1.931 -3.246  -0.10
C19 -5.096 0.025 -3.252  -0.12
C20 -4.618 -0.627 -1.979  -0.22
C21 -5.820 -1.246 -1.234  -0.05
H29 -1.716 -3.572 -4.260  0.07
H30 -0.777 -2.248 -4.354  0.06
H31 -0.529 -3.468 -5.626  0.08
H32 -2.753 -3.145 -6.526  0.12
H33 -1.763 -1.646 -6.676  0.11
H34 -3.885 -2.093 -4.676  0.12
H35 -4.143 -1.174 -6.037  0.12
H36 -2.091 0.504 -5.039  0.13
H37 -2.349 -0.478 -3.631  0.11
H38 -5.575 0.986 -5.691  0.14
H39 -3.990 1.218 -6.335  0.14
H40 -5.579 3.094 -4.722  0.12
H41 -4.420 3.471 -5.963  0.13
H42 -3.483 4.048 -3.584  0.13
H43 -2.466 3.112 -4.651  0.11
H44 -4.288 2.037 -2.507  0.11
H45 -2.537 1.723 -2.779  0.10
H46 -5.407 -0.667 -4.042  0.12
H47 -5.953 0.700 -3.285  0.14
H48 -4.079 0.112 -1.380  0.08
H49 -3.820 -1.336 -2.208  0.12
H50 -6.440 -1.778 -1.958  0.08
H51 -6.410 -0.391 -0.908  0.07
H52 -5.433 -2.006 -0.561  0.09
C22 1.411 -3.760 8.197  -0.09
C23 1.136 -2.250 7.985  -0.24
C24 1.049 -1.831 6.532  -0.20
C25 1.041 -0.300 6.253  -0.08
N4 1.008 0.103 4.752  -0.16
C26 2.416 -0.174 4.213  -0.09
C27 3.265 0.977 4.608  -0.10
C28 2.333 2.209 4.374  -0.17
C29 0.971 1.655 4.628  -0.05
C30 -0.062 -0.601 3.957  -0.12
C31 -1.523 -0.211 4.334  -0.18
C32 -2.575 -1.282 3.942  -0.07
H53 0.435 -4.228 8.316  0.08
H54 1.957 -3.893 9.131  0.08
H55 2.030 -4.272 7.460  0.07
H56 1.989 -1.750 8.448  0.11
H57 0.175 -2.003 8.436  0.11
H58 0.094 -2.150 6.105  0.11
H59 1.833 -2.401 6.027  0.10
H60 1.837 0.222 6.783  0.13
H61 0.144 -0.011 6.804  0.13
H62 2.339 -0.139 3.125  0.12
H63 2.779 -1.135 4.570  0.13
H64 4.086 1.022 3.893  0.12
H65 3.621 0.968 5.635  0.14
H66 2.423 2.633 3.377  0.07
H67 2.538 2.928 5.164  0.15
H68 0.352 1.794 3.740  0.11
H69 0.483 2.070 5.506  0.14
H70 0.072 -1.675 4.085  0.12
H71 0.174 -0.403 2.911  0.11
H72 -1.659 0.660 3.694  0.09
H73 -1.553 0.066 5.386  0.11
H74 -2.700 -1.346 2.859  0.07
H75 -3.537 -0.952 4.333  0.06
H76 -2.457 -2.334 4.203  0.08
C33 0.043 -5.521 -1.698  -0.10
C34 0.306 -4.067 -1.216  -0.22
C35 1.532 -4.096 -0.249  -0.19
C36 2.235 -2.793 -0.018  -0.14
N5 3.642 -2.915 0.463  -0.18
C37 3.750 -3.784 1.751  -0.03
C38 4.851 -3.172 2.680  -0.11
C39 5.137 -1.808 2.086  -0.17
C40 3.992 -1.576 1.144  -0.17
C41 4.764 -3.070 -0.557  -0.08
C42 4.653 -4.388 -1.330  -0.22
C43 5.936 -4.634 -2.152  -0.10
H77 -0.470 -5.456 -2.657  0.06
H78 -0.475 -6.157 -0.979  0.08
H79 0.951 -6.110 -1.852  0.07
H80 -0.578 -3.773 -0.655  0.10
H81 0.474 -3.466 -2.110  0.10
H82 2.242 -4.883 -0.494  0.10
H83 0.998 -4.363 0.667  0.12
H84 1.674 -2.226 0.725  0.12
H85 2.151 -2.211 -0.939  0.14
H86 4.062 -4.709 1.269  0.12
H87 2.753 -3.757 2.177  0.13
H88 5.794 -3.707 2.792  0.12
H89 4.469 -3.143 3.701  0.11
H90 6.152 -1.682 1.713  0.13
H91 5.067 -0.998 2.815  0.11
H92 4.155 -0.833 0.362  0.10
H93 3.097 -1.265 1.682  0.10
H94 5.734 -2.865 -0.111  0.14
H95 4.620 -2.246 -1.258  0.14
H96 3.812 -4.421 -2.020  0.11
H97 4.661 -5.278 -0.697  0.11
H98 6.062 -3.776 -2.833  0.07
H99 5.962 -5.346 -2.975  0.08
H100 6.863 -4.551 -1.587  0.08
C44 3.748 2.974 2.189  -0.55
F1 4.030 4.218 2.536  0.20
F2 3.643 2.261 3.326  -0.10
F3 2.543 2.862 1.600  0.12
S1 5.135 2.226 1.126  0.57
O3 5.130 2.849 -0.205  -0.31
O4 6.384 2.546 1.800  -0.27
O5 4.785 0.807 1.096  -0.34
C45 0.747 1.353 0.194  -0.65
F4 1.830 0.580 0.213  0.13
F5 0.290 1.605 1.435  0.10
F6 1.087 2.499 -0.366  0.15
S2 -0.657 0.475 -0.753  0.49
O6 -0.732 -0.876 -0.240  -0.32
O7 -1.918 1.201 -0.501  -0.37
O8 -0.175 0.493 -2.138  -0.35

Summary:
**Total charge**: +3
**Gap between HOMO and LUMO**: 0.329 hartree
**Molecular weight**: 1017.4 g mol⁻¹
**E**: -4044.6020 a.u.
**HOMO**: -14.566 eV